No. 1
Density functional theory data (the ωB97M-V functional and the def2-TZVPD basis) for C17H38Cl28FNO5P2S as an isolated structure in a non-equilibrium geometry.

Last column: Mulliken charge in e.
Element x y z (Å)
C1 0.227 -3.281 -2.181  -0.521
C2 0.473 -1.800 -2.572  -0.839
P1 -0.583 -0.621 -1.650  0.385
C3 0.286 1.008 -1.828  -0.839
N1 -2.185 -0.316 -2.485  0.217
P2 -3.368 -0.377 -1.225  0.008
O1 -2.965 0.569 -0.210  -0.266
O2 -4.811 -0.001 -1.709  -0.057
O3 -3.300 -1.837 -0.607  -0.415
S1 -2.527 -1.309 -3.760  1.119
O4 -3.837 -0.975 -4.145  -0.648
O5 -1.650 -1.139 -4.838  -0.618
F1 -2.617 -2.776 -3.293  -0.128
H1 0.999 -3.591 -1.488  -0.245
H2 0.225 -3.869 -3.088  0.292
H3 -0.720 -3.372 -1.661  0.232
H4 0.502 -1.663 -3.647  0.652
H5 1.484 -1.575 -2.242  0.395
H6 1.336 0.867 -2.049  0.638
H7 -0.134 1.527 -2.685  0.527
H8 0.173 1.634 -0.950  -0.581
H9 -4.730 0.704 -2.377  0.304
H10 -3.914 -1.848 0.147  0.310
C4 -0.807 0.404 2.367  0.179
Cl1 0.382 1.145 1.287  -0.144
Cl2 -0.037 -0.285 3.801  -0.149
H11 -1.511 1.164 2.683  -0.014
H12 -1.321 -0.380 1.823  0.092
C5 -5.460 -4.857 -2.600  -0.001
Cl3 -6.094 -6.505 -2.597  -0.169
Cl4 -6.238 -3.854 -1.368  -0.163
H13 -4.396 -4.892 -2.397  0.100
H14 -5.641 -4.414 -3.571  0.226
C6 2.279 2.617 5.710  0.077
Cl5 1.708 2.305 4.065  -0.020
Cl6 0.952 2.572 6.881  -0.169
H15 3.002 1.857 5.972  -0.050
H16 2.738 3.599 5.742  0.138
C7 1.953 -3.579 3.672  -0.054
Cl7 3.576 -3.700 4.363  -0.166
Cl8 1.998 -3.421 1.912  -0.072
H17 1.398 -4.474 3.926  0.279
H18 1.464 -2.705 4.081  0.017
C8 -3.365 -1.880 -7.883  0.157
Cl9 -4.141 -0.838 -9.082  -0.172
Cl10 -2.541 -3.248 -8.645  -0.174
H19 -2.638 -1.300 -7.327  0.029
H20 -4.125 -2.262 -7.213  0.171
C9 -2.196 3.462 0.773  0.602
Cl11 -3.080 2.913 2.204  -0.218
Cl12 -2.908 4.934 0.091  -0.204
H21 -1.171 3.674 1.058  0.058
H22 -2.224 2.674 0.026  -0.237
C10 1.725 4.815 -2.757  -0.504
Cl13 2.222 3.969 -4.228  -0.167
Cl14 1.202 3.678 -1.505  0.100
H23 2.565 5.387 -2.381  0.379
H24 0.900 5.474 -2.995  0.273
C11 4.195 -4.208 -3.101  -0.247
Cl15 3.234 -4.616 -1.674  -0.059
Cl16 3.635 -2.719 -3.873  -0.144
H25 5.226 -4.073 -2.796  0.348
H26 4.122 -5.013 -3.817  0.148
C12 1.345 5.707 3.822  -0.128
Cl17 2.979 5.621 4.496  -0.192
Cl18 1.366 6.005 2.077  -0.091
H27 0.845 4.763 4.005  0.062
H28 0.812 6.516 4.307  0.341
C13 4.597 0.648 8.700  -0.264
Cl19 3.842 2.238 8.526  -0.118
Cl20 4.508 -0.280 7.200  -0.128
H29 5.639 0.783 8.965  0.147
H30 4.079 0.101 9.479  0.353
C14 -7.955 1.046 -2.423  0.068
Cl21 -7.044 2.398 -3.118  -0.185
Cl22 -9.045 0.317 -3.604  -0.167
H31 -7.256 0.292 -2.082  -0.027
H32 -8.541 1.418 -1.591  0.303
C15 8.564 0.945 7.078  -0.324
Cl23 8.339 -0.369 8.243  -0.154
Cl24 7.018 1.569 6.495  -0.067
H33 9.104 1.748 7.562  0.280
H34 9.128 0.568 6.234  0.292
C16 -0.594 8.292 0.101  -0.372
Cl25 -1.460 9.371 -0.997  -0.169
Cl26 0.278 7.029 -0.774  -0.066
H35 0.121 8.873 0.672  0.333
H36 -1.309 7.818 0.764  0.276
C17 2.359 -8.603 -2.702  -0.254
Cl27 3.273 -7.307 -3.483  -0.130
Cl28 1.180 -9.326 -3.800  -0.152
H37 3.052 -9.370 -2.380  0.303
H38 1.833 -8.189 -1.850  0.229

Atoms 1-2, force components in eV/Å:
C -0.352 1.019 0.043
C -0.217 -0.353 -0.475

- HOMO energy (eV) = -8.9
- strongest force on any atom (eV/A) = 3.9
- gap between HOMO and LUMO (eV) = 9.01



No. 2
Density functional theory data (the ωB97M-V functional and the def2-TZVPD basis) for C17H39N2OZn as an isolated structure in a non-equilibrium geometry.

Last column: Mulliken charge in e.
Element x y z (Å)
Zn1 16.318 9.409 -17.145  0.986
C1 18.905 10.289 -18.890  -0.255
O1 17.904 9.589 -18.195  -0.327
H1 19.864 9.988 -18.459  0.340
H2 18.952 10.032 -19.950  -0.071
H3 18.850 11.376 -18.797  0.352
C2 23.462 11.307 -19.233  -1.484
C3 22.643 10.984 -20.485  -0.119
C4 23.009 9.643 -21.105  -0.677
N1 22.449 9.415 -22.540  0.382
C5 20.958 9.096 -22.610  -1.089
C6 23.214 8.211 -23.069  -0.778
C7 23.107 8.256 -24.569  -0.675
C8 23.065 9.751 -24.883  -0.459
C9 22.746 10.504 -23.567  -0.759
H4 23.160 10.786 -18.328  0.351
H5 23.405 12.373 -19.002  0.402
H6 24.511 11.228 -19.526  0.382
H7 22.693 11.868 -21.128  0.393
H8 21.593 11.116 -20.190  0.049
H9 22.915 8.804 -20.415  0.473
H10 24.079 9.626 -21.321  0.429
H11 20.749 8.930 -23.666  0.289
H12 20.465 10.008 -22.285  0.434
H13 20.749 8.166 -22.089  0.295
H14 22.817 7.287 -22.646  0.449
H15 24.251 8.225 -22.734  0.548
H16 22.136 7.842 -24.855  0.278
H17 23.859 7.670 -25.090  0.433
H18 22.344 9.938 -25.675  0.094
H19 24.073 9.992 -25.217  0.406
H20 21.975 11.273 -23.604  0.494
H21 23.588 11.116 -23.242  0.411
C10 17.124 10.455 -22.184  -1.386
C11 17.483 11.178 -23.504  -0.227
C12 17.043 10.423 -24.790  -0.914
N2 17.536 11.117 -26.067  0.271
C13 17.304 12.641 -26.085  -1.122
C14 19.054 10.817 -26.291  -0.394
C15 19.120 9.954 -27.600  -0.519
C16 17.764 9.291 -27.779  -0.607
C17 16.843 10.424 -27.249  -0.457
H22 17.205 11.066 -21.290  0.346
H23 17.739 9.571 -22.001  0.244
H24 16.105 10.146 -22.422  0.449
H25 18.528 11.455 -23.690  0.352
H26 17.063 12.170 -23.328  0.397
H27 15.955 10.467 -24.849  0.641
H28 17.344 9.381 -24.882  0.292
H29 17.476 12.944 -27.115  0.453
H30 17.987 12.996 -25.325  0.419
H31 16.232 12.780 -25.948  0.370
H32 19.606 11.750 -26.370  0.266
H33 19.331 10.311 -25.368  0.042
H34 19.386 10.685 -28.362  0.377
H35 19.909 9.219 -27.450  0.364
H36 17.395 9.204 -28.798  0.363
H37 17.823 8.390 -27.173  0.313
H38 16.743 11.254 -27.943  0.424
H39 15.899 10.011 -26.903  0.264

Atoms 1-2, force components in eV/Å:
Zn 2.422 0.843 -1.551
C 0.446 0.833 0.317

- HOMO energy (eV) = -18.8
- strongest force on any atom (eV/A) = 3.0
- net charge = +3
- gap between HOMO and LUMO (eV) = 6.36



No. 3
Density functional theory data (the ωB97M-V functional and the def2-TZVPD basis) for C17H39N8O4SSeV as an isolated structure in a non-equilibrium geometry.

Last column: Mulliken charge in e.
Element x y z (Å)
V1 -0.011 0.222 1.175  1.050
C1 -1.760 -2.729 0.347  -0.638
C2 -1.067 -2.031 -0.812  -1.114
N1 0.141 -1.295 -0.401  0.755
C3 1.347 -2.145 -0.305  -0.895
C4 1.961 -2.081 1.079  -0.636
N2 2.035 -0.679 1.508  0.080
C5 2.978 -0.464 2.623  -0.957
C6 2.395 -0.808 3.981  -0.553
C7 1.449 0.265 4.489  -1.069
N3 0.182 0.304 3.748  0.079
C8 -0.874 -0.517 4.346  -1.120
C9 -1.343 -1.595 3.388  -0.385
N4 -1.687 -0.955 2.117  0.015
C10 -2.543 -1.784 1.247  -0.902
H1 -1.036 -3.302 0.935  0.233
H2 -2.465 -3.456 -0.064  0.451
H3 -1.747 -1.302 -1.259  0.286
H4 -0.803 -2.759 -1.588  0.640
H5 0.323 -0.614 -1.144  -0.525
H6 2.074 -1.802 -1.049  0.240
H7 1.094 -3.181 -0.547  0.503
H8 2.955 -2.547 1.069  0.567
H9 1.347 -2.636 1.793  0.134
H10 2.414 -0.145 0.725  0.246
H11 3.242 0.596 2.608  0.431
H12 3.889 -1.043 2.433  0.422
H13 3.222 -0.913 4.687  0.451
H14 1.885 -1.777 3.958  0.219
H15 1.926 1.240 4.387  0.446
H16 1.246 0.107 5.555  0.435
H17 -0.114 1.263 3.621  0.249
H18 -1.723 0.108 4.645  0.335
H19 -0.504 -0.995 5.258  0.435
H20 -2.203 -2.139 3.798  0.517
H21 -0.539 -2.318 3.220  0.154
H22 -2.229 -0.125 2.346  0.144
H23 -3.124 -1.101 0.625  0.275
H24 -3.243 -2.357 1.867  0.477
C11 0.976 4.313 0.680  -1.176
S1 1.009 2.679 1.361  1.725
O1 1.198 1.751 0.205  -0.706
O2 2.062 2.661 2.342  -0.726
O3 -0.344 2.371 1.903  -0.824
H25 1.935 4.776 0.888  0.430
H26 0.179 4.872 1.163  0.345
H27 0.810 4.254 -0.391  0.256
C12 -1.673 1.695 -4.836  -0.851
N5 -0.759 0.622 -5.186  0.178
C13 -0.893 -0.211 -6.277  -0.424
C14 0.142 -1.074 -6.241  -0.486
N6 0.894 -0.757 -5.130  0.246
C15 2.114 -1.444 -4.744  -0.932
C16 0.338 0.283 -4.476  0.025
Se1 0.946 1.086 -2.903  -0.467
H28 -2.417 1.773 -5.623  0.297
H29 -1.122 2.631 -4.752  0.327
H30 -2.158 1.478 -3.885  0.298
H31 -1.702 -0.108 -6.975  0.416
H32 0.418 -1.871 -6.905  0.490
H33 2.766 -1.529 -5.610  0.365
H34 1.881 -2.437 -4.360  0.317
H35 2.603 -0.855 -3.972  0.292
N7 -1.722 2.733 -1.350  -0.190
C17 -2.168 2.103 -0.253  0.483
N8 -3.131 2.714 0.476  -0.456
O4 -1.791 0.951 0.043  -0.076
H36 -1.917 3.707 -1.503  0.204
H37 -0.944 2.300 -1.849  -0.287
H38 -3.310 3.697 0.367  0.220
H39 -3.312 2.324 1.383  0.212

Atoms 1-2, force components in eV/Å:
V -0.522 0.067 0.899
C -0.038 -0.067 -0.012

- HOMO energy (alpha / beta) (eV) = -9.0 / -8.5
- strongest force on any atom (eV/A) = 1.0
- multiplicity = 2
- energy above the lowest of the compared OMol25 structures with the same formula, charge and spin (eV) = 0.000
- net charge = +1
- gap between HOMO and LUMO (alpha / beta) (eV) = 7.20 / 6.63